{"formula": "C2H14N2O3", "method": "wB97M-V/def2-TZVPD", "smiles": "CNCN.O.O.O", "largest_force_ev_per_a": 4.4, "homo_energy_ev": -8.8, "elements": ["O", "O", "O", "N", "N", "C", "C", "H", "H", "H", "H", "H", "H", "H", "H", "H", "H", "H", "H", "H", "H"], "coordinates": [[-0.46295, 2.45540, -0.07329], [2.34571, 1.28226, 0.61600], [2.37509, -1.68048, -0.86485], [-2.31215, -0.41390, -1.34231], [-0.97520, -0.45174, 0.61866], [0.10452, -0.80970, 1.49635], [-1.01220, -0.74785, -0.80742], [-1.79583, -0.78303, 0.92331], [2.01598, -1.82295, 0.02023], [0.12501, -1.96032, 1.52707], [2.00619, -0.83812, -1.06348], [-0.26375, -0.12380, -1.29917], [-2.69376, -0.90856, -2.20565], [0.94353, -0.26426, 1.13458], [2.99375, 1.99323, 0.56662], [-1.22758, 3.12920, 0.07839], [-0.71989, -1.79055, -0.82028], [1.53545, 1.79115, 0.22919], [-0.62921, 1.75190, 0.52531], [-0.12558, -0.30143, 2.48752], [-2.22713, 0.49356, -1.74677]]}

=====

{"formula": "C6H5NO", "method": "wB97M-V/def2-TZVPD", "smiles": "C=C1C=NC=C1C=O", "largest_force_ev_per_a": 6.1, "homo_energy_ev": -9.5, "elements": ["O", "N", "C", "C", "C", "C", "C", "C", "H", "H", "H", "H", "H"], "coordinates": [[2.59965, -0.27687, -0.28974], [-1.97219, -0.75593, -0.10817], [0.46212, 1.78070, 0.05205], [-0.87035, -1.53040, -0.02769], [0.19430, -0.76385, -0.26110], [1.68575, -1.04671, 0.05409], [-1.63213, 0.50171, -0.19013], [-0.17734, 0.66193, -0.15453], [-0.18609, 2.78337, 0.29257], [1.82055, -2.17605, 0.45477], [-2.30113, 1.28936, -0.32941], [-1.13147, -2.62644, 0.29010], [1.50833, 2.15918, 0.21718]]}

=====

{"formula": "C51H71AsAuN5O5Si3Te", "method": "wB97M-V/def2-TZVPD", "spin_multiplicity": 2, "total_charge": 1, "largest_force_ev_per_a": 1.3, "homo_energy_ev": [-8.3, -8.3], "elements": ["Au", "Te", "As", "Si", "Si", "Si", "O", "O", "O", "O", "O", "N", "N", "N", "N", "N", "C", "C", "C", "C", "C", "C", "C", "C", "C", "C", "C", "C", "C", "C", "C", "C", "C", "C", "C", "C", "C", "C", "C", "C", "C", "C", "C", "C", "C", "C", "C", "C", "C", "C", "C", "C", "C", "C", "C", "C", "C", "C", "C", "C", "C", "C", "C", "C", "C", "C", "C", "H", "H", "H", "H", "H", "H", "H", "H", "H", "H", "H", "H", "H", "H", "H", "H", "H", "H", "H", "H", "H", "H", "H", "H", "H", "H", "H", "H", "H", "H", "H", "H", "H", "H", "H", "H", "H", "H", "H", "H", "H", "H", "H", "H", "H", "H", "H", "H", "H", "H", "H", "H", "H", "H", "H", "H", "H", "H", "H", "H", "H", "H", "H", "H", "H", "H", "H", "H", "H", "H", "H"], "coordinates": [[0.41410, -0.33610, 0.16260], [0.23030, -1.70070, -3.64730], [0.55300, -0.06490, 2.65040], [1.71620, -2.16830, 2.95830], [-1.09770, -0.16470, 4.42850], [1.49530, 2.17300, 2.96790], [-1.17900, 0.27930, -3.79060], [-1.72590, -1.46050, 1.05120], [3.30350, 0.00740, 2.62700], [-3.87050, -1.93990, 0.55540], [2.72500, 0.70580, -1.80730], [-0.00320, -0.45580, -2.05830], [-3.14070, 0.12410, 0.22890], [4.79630, 0.42960, 0.95960], [2.64460, 0.28840, 0.43000], [-2.21220, 1.16320, 0.35560], [-3.06160, -2.18790, -2.60940], [3.55450, 0.20470, 1.43760], [5.41920, 1.78560, -1.02580], [4.08860, -3.78540, -2.85400], [2.85590, 2.99660, 1.90330], [-3.65720, -3.29120, 0.96040], [0.31390, -3.48770, 2.94630], [2.65920, -2.29880, 4.62300], [4.78170, -5.49290, -1.05890], [5.39660, -0.72740, -1.08150], [-2.93220, -5.34420, -4.69450], [0.98860, 3.70940, -1.30000], [0.08720, -3.75570, -1.01880], [2.47390, -4.59370, -1.14150], [2.90260, -3.05590, -3.43960], [5.44370, 1.98830, -2.40080], [1.69190, -3.02410, -2.80020], [5.93880, 2.75880, -0.18350], [6.49850, 3.90840, -0.71100], [-2.21160, -1.71550, 4.35830], [-3.77320, -6.52520, -5.05970], [-0.13620, -0.22370, 6.08760], [3.18170, -2.23670, -4.66530], [0.44540, -3.98290, -5.70350], [4.79050, 0.53010, -0.48000], [6.48690, -3.15320, -2.00210], [-0.53250, 0.56250, -2.74490], [0.39180, 2.46190, -1.31770], [0.00250, 3.34520, 2.65550], [6.72630, -1.07960, -0.77430], [-0.16410, 1.96570, -2.49190], [-2.82030, -1.11860, 0.64060], [-0.84720, -4.14510, -4.97210], [6.53770, 4.10080, -2.08000], [3.26060, 0.53730, -0.73360], [2.09850, 2.22890, 4.78490], [-1.25220, -3.21790, -4.00600], [1.05050, 4.48040, -2.45000], [2.89440, -2.73220, 1.55850], [0.46290, 4.01490, -3.61490], [-0.14590, 2.77530, -3.63120], [5.19050, -2.70120, -2.58140], [-3.35260, -4.36000, -3.81350], [1.43940, -3.78370, -1.64620], [-1.68100, -5.20260, -5.28110], [3.73210, -4.61210, -1.65350], [6.00530, 3.13920, -2.92270], [7.20800, -2.33280, -1.19210], [-2.53110, -3.28940, -3.46830], [4.62770, -1.54520, -1.84000], [-2.28170, 1.34350, 4.55380], [2.25090, -5.22610, -0.29260], [-2.81900, -3.72630, 0.41620], [-2.35100, -2.03250, 3.33430], [4.04110, -2.63590, -5.20320], [2.95040, -3.81590, 1.52930], [5.01300, 1.24490, -3.05240], [-0.76710, -0.56270, 6.90340], [-0.06680, -3.67280, 3.94480], [3.38360, -3.10690, 4.57650], [-1.35830, -5.92120, -6.01960], [1.29280, 2.47920, 5.46620], [-3.68820, -2.57180, -1.80930], [5.28490, -6.06930, -1.83530], [0.24600, 0.75250, 6.36370], [-0.57980, 2.39030, -4.54040], [1.99200, -2.51300, 5.45230], [3.58820, -1.32810, -2.00090], [3.90070, -2.36260, 1.71820], [0.50610, 4.60570, -4.51820], [-1.77230, -2.54140, 4.90460], [2.55780, -2.39360, 0.58250], [-3.11310, 1.10580, 5.21060], [6.02750, 3.29350, -3.99010], [0.71200, -0.89720, 6.02240], [-0.87000, 3.06870, 3.23280], [-1.78090, 2.20990, 4.97620], [-0.60910, -4.38340, -1.58460], [-4.34560, -4.40490, -3.39150], [3.84360, 2.69330, 2.22610], [6.88540, -4.09510, -2.34600], [0.50810, -4.67200, -6.54230], [-0.29370, -2.73030, -1.01100], [-4.57730, -3.81900, 0.73130], [-0.51180, -3.15340, 2.32570], [2.87590, 2.97510, 4.91220], [-3.25550, -7.44640, -4.79520], [6.90380, 4.65300, -0.04310], [-3.46830, -3.34360, 2.03230], [5.91660, 2.61820, 0.88670], [3.40350, -1.20140, -4.38790], [-2.50800, 1.81810, 1.08010], [7.35110, -0.42240, -0.19080], [0.12580, -4.11700, 0.00620], [-3.18930, -1.52610, 4.78550], [-2.10500, 1.66080, -0.52590], [8.18010, -2.65480, -0.84790], [5.53560, -4.89310, -0.54490], [6.98420, 4.99620, -2.48640], [-3.94480, -6.54600, -6.13430], [3.20020, -1.38240, 4.83150], [2.76650, 2.75400, 0.85110], [0.66830, -4.43820, 2.55770], [0.50690, -2.96300, -6.09650], [-3.67630, -1.52750, -3.22450], [5.62300, 0.24720, 1.50180], [4.52750, -4.45340, -3.61320], [4.34790, -6.18550, -0.34000], [1.55670, 5.43610, -2.43590], [2.79630, 4.07780, 2.00100], [1.43510, 4.08350, -0.39020], [5.43940, -2.32200, -3.59460], [1.29200, -4.17780, -5.04570], [-2.69980, 1.62390, 3.59130], [-2.23850, -1.60590, -2.19640], [-4.73410, -6.51140, -4.55670], [-4.08150, 0.29140, -0.11830], [0.26060, 4.36530, 2.92220], [-0.27360, 3.34570, 1.60420], [2.33570, -2.20930, -5.35170], [2.51310, 1.26800, 5.07330], [0.38250, 1.85460, -0.42210]]}

=====

Computed ΔE to the lowest compared entry with this formula, charge and spin, in the same sequence as the records: 183.38; 205.24; 445.59 kJ/mol.